(1)
{"formula": "C17H18N2O2STm", "method": "the ωB97M-V functional and the def2-TZVPD basis", "symbols": ["C", "C", "O", "O", "C", "C", "C", "C", "C", "C", "C", "C", "C", "N", "C", "C", "C", "N", "C", "C", "C", "S", "H", "H", "H", "H", "H", "H", "H", "H", "H", "H", "H", "H", "H", "H", "H", "H", "H", "H", "Tm"], "xyz": [[-2.06015, -3.65103, 1.97490], [-1.17003, -2.71833, 1.23542], [-1.39624, -1.58021, 0.93706], [0.07700, -3.27942, 0.87654], [0.36631, -3.15932, -0.51053], [1.84412, -3.42837, -0.65652], [2.78553, -2.22574, -0.23877], [2.10031, -0.99670, 0.30855], [1.74194, -0.91003, 1.65461], [1.09818, 0.20436, 2.14172], [0.81358, 1.25921, 1.27950], [1.17346, 1.18836, -0.06873], [1.82772, 0.05323, -0.55087], [0.88928, 2.27438, -0.89238], [-0.30440, 2.95645, -0.78655], [-0.97860, 3.43161, -1.89885], [-2.14711, 4.16031, -1.74040], [-2.87207, 4.70294, -2.81186], [-2.65140, 4.41997, -0.43442], [-2.00265, 3.96218, 0.67179], [-0.82511, 3.21185, 0.52044], [0.01635, 2.68092, 1.90600], [-1.86402, -3.58517, 3.04516], [-3.08929, -3.35187, 1.80702], [-1.91897, -4.68284, 1.67093], [-0.19430, -3.90871, -1.07004], [0.10762, -2.17949, -0.90590], [2.00482, -4.34235, -0.04513], [2.10361, -3.72795, -1.67024], [3.35703, -1.93212, -1.11640], [3.54612, -2.53367, 0.51364], [1.94499, -1.73388, 2.32838], [0.81311, 0.26294, 3.18162], [2.11100, 0.01764, -1.59432], [1.18456, 2.14646, -1.85191], [-0.58631, 3.23090, -2.88580], [-2.24662, 4.92036, -3.58203], [-3.54661, 4.04047, -3.18642], [-3.55577, 4.99853, -0.32439], [-2.38320, 4.16763, 1.66073], [3.88622, -4.36354, 1.10847]], "lowdin_charge": [0.049, -0.462, 0.152, -0.063, -0.167, -0.155, -0.153, -0.234, -0.039, -0.046, -0.399, -0.198, 0.060, 0.149, -0.197, 0.057, -0.248, 0.132, 0.048, -0.048, -0.408, 1.243, 0.110, 0.110, 0.097, 0.156, 0.139, 0.051, 0.140, 0.138, 0.009, 0.116, 0.132, 0.142, 0.163, 0.136, 0.108, 0.127, 0.142, 0.129, 1.782], "total_charge": 3, "multiplicity": 3, "gap_ev": [4.02, 4.60], "energy_ev": -65331.5178, "homo_energy_ev": [-15.980, -16.521]}

***

(2)
{"formula": "C2HClO2", "method": "the ωB97M-V functional and the def2-TZVPD basis", "symbols": ["C", "C", "O", "O", "Cl", "H"], "xyz": [[-0.54721, 1.54222, 1.02995], [0.33152, -2.03631, -1.30508], [-0.17736, 1.70214, 2.12797], [-0.88045, 1.38812, -0.06379], [0.27914, -1.22721, 0.22129], [0.99435, -1.36896, -2.01035]], "lowdin_charge": [-0.483, -0.362, 0.188, 0.145, 0.551, -0.039], "de_lowest_ev": 2.381, "gap_ev": 8.35, "energy_ev": -18704.4287, "homo_energy_ev": -9.514}

***

(3)
{"formula": "C3H3F2NS", "method": "the ωB97M-V functional and the def2-TZVPD basis", "symbols": ["N", "C", "C", "F", "F", "H", "C", "S", "H", "H"], "xyz": [[2.78951, 1.80203, -1.58171], [3.08610, 1.19695, -0.52929], [3.66922, 0.78263, 0.57147], [3.91655, 1.47107, 1.71413], [4.18262, -0.40698, 0.80309], [1.80525, 1.84455, -1.79563], [-0.76003, -0.67463, 0.81584], [0.27354, 0.30562, 0.00523], [-1.28919, -1.64867, 0.42763], [-1.10132, -0.50911, 1.94693]], "lowdin_charge": [0.162, -0.159, -0.382, 0.092, 0.118, 0.026, -0.580, 0.639, 0.039, 0.047], "de_lowest_ev": 3.182, "gap_ev": 8.25, "smiles": "N=C=C(F)F.C=S", "energy_ev": -20915.8547, "homo_energy_ev": -9.049}

***

(4)
{"formula": "C2H8NO2", "method": "the ωB97M-V functional and the def2-TZVPD basis", "symbols": ["N", "C", "O", "H", "H", "H", "H", "H", "C", "O", "H", "H", "H"], "xyz": [[2.58407, -0.25534, -0.75498], [1.27446, -0.91443, -0.49163], [0.19794, -0.16784, -0.84589], [2.66399, -0.15772, -1.76317], [2.47674, 0.69379, -0.41077], [1.32784, -1.88239, -1.04036], [1.26943, -1.15745, 0.58588], [-0.50246, 0.06424, 0.29422], [-2.28458, 0.76698, 0.87193], [-1.05246, 0.23638, 1.22744], [-2.76758, 0.19765, 0.06669], [-2.96964, 0.75200, 1.73049], [-2.21774, 1.82412, 0.53015]], "lowdin_charge": [-0.040, -0.531, -0.286, 0.026, 0.036, 0.080, 0.087, -0.014, -0.282, -0.242, 0.059, 0.048, 0.060], "total_charge": -1, "de_lowest_ev": 0.322, "gap_ev": 8.06, "energy_ev": -7788.8630, "homo_energy_ev": -3.548}